97
Properties=species:S:1:pos:R:3:forces:R:3 method="wB97M-V/def2-TZVPD" homo_ev=-8.91 total_energy_ha=-5091.97971 orbital_gap_ev=9.0 molar_mass_g_mol=727.60 smiles="C#C[C@@H](CCO)O[C@H](CO[C@H](CCCF)CCCCC)P(O)Br.CCOC(=O)OC.CCOC(=O)OC.CCOC(=O)OC"
C 0.423 -3.072 0.931 0.66 1.75 -0.27
C 0.928 -2.084 0.448 -1.17 -1.06 0.16
C 1.451 -0.819 -0.077 1.17 -1.07 0.82
C 2.968 -0.778 0.265 -0.64 0.13 -0.66
C 3.830 -1.332 -0.864 0.64 -0.14 0.80
O 3.317 -2.536 -1.412 0.05 0.52 -0.26
O 1.265 -0.684 -1.468 -0.39 0.70 0.12
C 0.344 0.301 -1.879 0.07 -0.78 -1.54
C -1.023 -0.254 -2.289 0.45 -0.23 0.58
O -1.564 -0.986 -1.207 -0.30 0.46 -0.33
C -2.953 -0.785 -1.013 -0.84 0.05 1.42
C -3.198 0.054 0.282 0.26 0.15 -0.04
C -1.961 0.188 1.175 -1.05 -0.06 -0.16
C -2.311 0.700 2.552 1.04 -0.57 -0.40
F -2.822 1.978 2.511 -0.45 0.34 -0.02
C -3.727 -2.112 -0.898 0.43 -0.06 -0.61
C -3.152 -3.267 -1.726 -0.85 -0.41 -0.08
C -3.365 -4.635 -1.056 1.11 0.47 -0.18
C -2.313 -4.806 0.038 -0.71 -0.22 0.38
C -2.455 -6.111 0.819 0.16 0.36 -0.19
P 1.004 1.203 -3.394 -0.63 1.75 -0.01
O 2.557 1.545 -2.914 -0.57 -0.64 -0.23
Br 1.036 -0.254 -5.103 0.54 -0.32 0.57
H -0.144 -3.732 1.520 -0.08 -0.70 0.08
H 0.984 -0.035 0.516 -0.37 0.28 -0.30
H 3.102 -1.364 1.168 0.14 0.12 0.20
H 3.234 0.264 0.443 0.30 0.04 0.16
H 4.028 -0.558 -1.604 -0.25 -0.12 -0.31
H 4.800 -1.582 -0.427 0.15 0.10 0.01
H 3.064 -2.301 -2.308 -0.39 -0.26 -0.12
H 0.165 1.097 -1.148 0.30 0.00 0.24
H -1.631 0.614 -2.550 -0.23 -0.01 -0.09
H -0.942 -0.916 -3.151 0.10 0.02 -0.14
H -3.422 -0.218 -1.816 0.46 -0.03 -0.49
H -3.968 -0.415 0.893 -0.25 -0.07 -0.14
H -3.567 1.048 0.028 -0.01 0.08 0.00
H -1.255 0.853 0.691 0.42 -0.09 0.08
H -1.562 -0.814 1.330 0.51 0.02 -0.13
H -3.003 0.002 3.018 -0.36 0.22 0.24
H -1.391 0.737 3.130 0.00 0.05 0.35
H -4.721 -1.908 -1.292 -0.22 0.05 0.18
H -3.884 -2.395 0.141 0.32 -0.08 0.18
H -3.681 -3.271 -2.679 0.13 0.01 -0.24
H -2.092 -3.168 -1.940 0.11 0.25 0.10
H -3.176 -5.405 -1.802 -0.31 -0.21 -0.06
H -4.373 -4.731 -0.660 -0.16 -0.11 0.01
H -1.317 -4.708 -0.385 0.09 -0.06 -0.18
H -2.427 -3.982 0.747 0.13 0.11 0.05
H -2.476 -6.980 0.166 0.08 -0.09 -0.10
H -3.381 -6.102 1.387 -0.08 -0.08 0.16
H -1.612 -6.206 1.500 -0.01 -0.23 0.21
H 2.500 1.669 -1.958 0.42 -0.13 0.14
C 0.966 6.037 -4.695 -0.17 0.20 0.15
C 2.129 5.548 -3.857 -0.18 -0.27 -0.43
O 2.457 6.477 -2.811 0.12 -0.03 0.03
C 1.630 6.480 -1.770 0.04 0.09 -0.06
O 0.665 5.774 -1.622 0.01 -0.08 0.05
O 2.050 7.410 -0.911 0.01 0.00 0.03
C 1.199 7.586 0.223 -0.05 0.09 0.22
H 1.171 7.035 -5.085 0.09 -0.06 -0.09
H 0.786 5.359 -5.529 0.06 -0.01 0.00
H 0.054 6.102 -4.103 0.01 -0.11 0.02
H 3.017 5.468 -4.480 0.14 0.15 0.19
H 1.934 4.561 -3.437 -0.08 0.07 0.12
H 1.030 6.643 0.737 -0.07 -0.03 -0.09
H 0.251 8.024 -0.085 -0.05 -0.11 0.01
H 1.706 8.271 0.897 0.12 0.02 -0.13
C -5.975 3.771 3.740 -0.22 0.17 0.15
C -4.833 3.373 4.652 -0.09 -0.21 -0.43
O -4.625 4.341 5.694 0.11 -0.03 0.06
C -5.510 4.316 6.686 0.03 0.09 -0.09
O -6.442 3.562 6.794 -0.02 -0.05 0.04
O -5.193 5.286 7.547 0.02 0.00 0.03
C -6.118 5.435 8.625 -0.07 0.09 0.21
H -5.811 4.774 3.341 0.10 -0.06 -0.09
H -6.063 3.069 2.911 0.07 0.00 -0.01
H -6.922 3.788 4.277 0.02 -0.10 0.02
H -3.909 3.340 4.082 0.11 0.16 0.18
H -4.988 2.383 5.081 -0.10 0.09 0.15
H -6.264 4.492 9.149 -0.06 -0.04 -0.09
H -7.069 5.812 8.253 -0.04 -0.11 0.01
H -5.691 6.160 9.312 0.13 0.03 -0.13
C 5.821 -4.289 -3.673 0.29 -0.13 -0.05
C 5.567 -4.380 -2.182 -0.17 0.17 -0.38
O 6.236 -5.514 -1.602 -0.01 -0.02 0.09
C 7.548 -5.384 -1.437 -0.10 -0.07 -0.07
O 8.210 -4.416 -1.709 0.05 0.04 0.04
O 8.015 -6.523 -0.918 0.02 -0.02 0.04
C 9.435 -6.556 -0.769 0.20 -0.09 0.09
H 5.545 -5.224 -4.164 -0.14 0.04 0.01
H 5.242 -3.475 -4.110 -0.05 -0.02 0.03
H 6.875 -4.112 -3.886 -0.01 0.10 0.05
H 4.508 -4.530 -2.003 0.06 -0.20 0.22
H 5.857 -3.466 -1.668 0.16 -0.08 0.04
H 9.789 -5.703 -0.195 -0.02 0.07 -0.10
H 9.914 -6.579 -1.747 0.02 0.12 0.01
H 9.676 -7.470 -0.233 -0.17 -0.05 -0.02